A molecular structure, C30H55BN6O3PTeW, computed with wB97M-V/def2-TZVPD.

```
98
Properties=species:S:1:pos:R:3:forces:R:3
W -0.540 1.625 -0.031 -0.07 0.80 -0.12
C -1.659 1.409 -4.125 -0.10 -0.04 0.03
C -0.165 1.645 -3.892 0.03 0.10 0.12
C 0.595 1.732 -5.209 0.01 0.02 -0.06
C 0.369 0.558 -3.006 0.10 0.00 -0.21
C 1.122 -0.580 -3.353 -0.06 0.13 0.14
C 1.297 -1.294 -2.191 -0.08 0.00 0.24
C 2.135 -2.517 -1.975 -0.09 0.01 0.03
C 3.558 -2.078 -1.620 0.05 0.07 0.06
C 2.135 -3.423 -3.200 -0.04 -0.06 -0.06
N 0.665 -0.627 -1.173 0.14 -0.16 -0.31
N 0.124 0.517 -1.711 -0.11 0.01 0.55
B -0.079 -1.288 0.056 0.13 -0.01 0.16
N 0.230 -0.602 1.472 -0.08 -0.12 0.10
N -0.252 0.651 1.814 -0.09 -0.38 -0.60
C -0.021 0.875 3.098 0.03 0.15 0.43
C 0.617 -0.240 3.635 -0.01 0.10 -0.25
C 0.788 -1.135 2.592 -0.05 -0.02 -0.20
C 1.562 -2.422 2.728 0.03 0.12 0.09
C 2.823 -2.425 1.867 -0.03 0.00 -0.05
C 0.752 -3.699 2.551 -0.05 -0.14 -0.05
C -0.452 2.141 3.780 -0.03 0.03 -0.18
C -1.752 1.901 4.552 -0.04 -0.02 -0.01
C 0.644 2.659 4.706 -0.02 0.03 0.05
N -1.595 -1.167 -0.237 -0.12 -0.09 0.10
N -2.137 0.081 -0.102 0.31 0.22 0.11
C -3.462 -0.030 -0.212 0.12 0.15 -0.10
C -3.777 -1.360 -0.479 0.05 0.06 0.06
C -2.586 -2.057 -0.484 0.27 0.07 0.00
C -2.448 -3.529 -0.741 -0.14 -0.03 -0.16
C -1.230 -3.936 -1.569 0.02 -0.07 -0.02
C -2.575 -4.342 0.544 0.01 -0.07 0.05
C -4.442 1.098 -0.071 -0.14 -0.13 0.13
C -4.171 1.976 1.158 0.04 0.01 0.09
C -4.580 1.910 -1.355 -0.01 0.07 -0.09
H -2.103 2.249 -4.659 0.00 0.04 -0.03
H -1.812 0.510 -4.723 0.00 -0.04 -0.01
H -2.195 1.283 -3.182 0.04 0.03 -0.02
H -0.053 2.598 -3.361 -0.02 -0.11 0.01
H 0.472 0.822 -5.798 -0.01 -0.04 0.00
H 0.213 2.559 -5.805 -0.02 0.02 -0.01
H 1.663 1.895 -5.057 0.03 0.00 0.03
H 1.499 -0.830 -4.326 0.02 -0.01 -0.07
H 1.715 -3.073 -1.135 0.04 0.00 0.01
H 4.023 -1.583 -2.474 0.01 0.01 -0.03
H 3.557 -1.378 -0.782 0.02 0.02 -0.02
H 4.173 -2.935 -1.348 0.01 -0.05 0.00
H 2.594 -2.928 -4.056 0.02 0.04 -0.03
H 2.707 -4.329 -3.005 0.03 -0.01 0.05
H 1.125 -3.717 -3.480 -0.03 -0.01 -0.01
H 0.271 -2.405 0.153 0.02 -0.08 0.00
H 0.945 -0.385 4.648 0.01 0.01 0.06
H 1.886 -2.397 3.774 -0.01 -0.02 -0.05
H 2.575 -2.502 0.810 -0.05 -0.01 -0.01
H 3.404 -1.514 2.009 0.01 0.03 0.02
H 3.452 -3.276 2.124 0.00 -0.03 0.02
H 0.524 -3.888 1.504 -0.04 -0.02 -0.04
H 1.331 -4.549 2.912 0.01 0.00 0.03
H -0.184 -3.668 3.109 -0.02 0.02 0.02
H -0.646 2.888 2.996 0.05 -0.08 0.05
H -1.595 1.174 5.349 0.02 -0.03 0.01
H -2.102 2.827 5.008 0.01 0.04 -0.01
H -2.538 1.523 3.900 -0.02 -0.01 0.00
H 0.824 1.953 5.517 0.02 -0.04 0.03
H 1.577 2.820 4.171 0.05 0.01 -0.04
H 0.343 3.601 5.164 -0.03 0.03 -0.02
H -4.759 -1.766 -0.638 -0.07 -0.05 -0.02
H -3.329 -3.758 -1.350 0.04 0.00 0.04
H -0.341 -4.065 -0.955 0.03 0.01 0.04
H -1.428 -4.893 -2.051 0.01 -0.02 -0.01
H -1.006 -3.208 -2.349 -0.02 0.04 -0.02
H -1.769 -4.113 1.236 0.13 0.04 0.07
H -3.517 -4.138 1.051 -0.03 0.02 0.00
H -2.533 -5.407 0.319 -0.01 -0.04 0.00
H -5.401 0.596 0.093 0.07 0.00 0.00
H -3.609 2.873 0.904 0.03 -0.01 -0.02
H -5.110 2.293 1.609 -0.03 0.06 -0.01
H -3.604 1.437 1.921 -0.07 -0.02 -0.04
H -3.651 2.430 -1.586 0.01 -0.01 -0.03
H -4.833 1.274 -2.203 -0.02 -0.03 0.00
H -5.362 2.661 -1.249 -0.04 0.02 0.03
C 2.761 2.652 -1.824 -0.03 0.05 0.03
O 2.540 3.283 -0.554 0.05 -0.04 0.23
P 1.650 2.543 0.553 -0.48 -0.02 -0.21
O 2.541 1.358 1.126 -0.05 -0.11 -0.10
C 3.844 1.580 1.692 0.04 0.04 -0.01
O 1.763 3.601 1.741 0.12 -0.11 -0.05
C 1.593 5.017 1.609 -0.05 0.06 0.03
H 3.717 3.019 -2.189 -0.01 -0.03 -0.02
H 1.966 2.941 -2.510 0.01 -0.03 -0.02
H 2.793 1.565 -1.725 0.02 0.02 -0.03
H 4.476 0.753 1.374 -0.01 0.01 0.02
H 3.757 1.589 2.777 0.02 0.02 0.00
H 4.268 2.521 1.343 0.00 -0.03 0.02
H 1.869 5.445 2.569 0.01 0.00 -0.02
H 0.551 5.256 1.392 0.02 -0.01 -0.01
H 2.239 5.405 0.826 -0.01 0.01 -0.02
Te -1.211 3.884 -0.724 0.15 -0.34 0.11
```
Positions in Å, forces in eV/Å.

Calculated values
Total charge   +1
Total energy   -66169.548 eV
E_LUMO (spin up / spin down)   -3.45 / -3.48 eV
Gap between HOMO and LUMO (spin up / spin down)   0.233 / 0.236 hartree
Energy above the lowest of the compared OMol25 structures with the same formula, charge and spin   0.0 kcal/mol
2S+1   1

Mulliken atomic charge list, values in e, 4 entries: number 1, W, carries -0.2644; number 2, C, carries -1.4568; number 3, C, carries 1.4138; number 4, C, carries -1.9096

***

6 unconnected molecules or ions with the total composition C30H55ClN10 in a non-equilibrium geometry, computed with wB97M-V/def2-TZVPD.

```
96
Properties=species:S:1:pos:R:3:forces:R:3
C 0.893 3.186 2.906 2.26 1.06 -0.20
C 1.705 3.731 1.668 -1.58 -0.83 0.24
N 2.807 2.819 1.353 -0.70 -1.14 -0.60
C 4.116 3.131 1.341 1.41 -1.69 0.39
C 4.807 1.932 1.030 -0.82 2.44 -0.57
N 3.856 1.032 0.674 -0.99 1.76 2.00
C 2.617 1.544 0.947 1.60 0.50 -0.02
C 4.124 -0.248 0.158 -0.50 -1.53 -2.05
H 0.648 2.128 2.801 -0.53 0.19 -0.25
H 0.095 3.863 3.210 -0.14 -0.34 -0.27
H 1.656 3.226 3.683 -0.28 -0.07 0.55
H 2.128 4.730 1.770 -0.27 -0.11 0.26
H 1.034 3.691 0.810 0.17 0.43 -0.21
H 4.421 4.130 1.617 0.37 -0.19 -0.03
H 5.854 1.726 0.859 -0.02 0.15 0.16
H 1.668 1.029 0.911 0.28 0.09 -0.18
H 3.906 -1.062 0.849 0.24 0.11 -0.13
H 5.077 -0.346 -0.363 0.49 0.23 0.95
H 3.501 -0.280 -0.736 -0.57 -0.75 0.10
C -5.136 3.497 -4.802 0.87 1.17 0.13
C -3.665 3.895 -4.986 -0.18 -0.40 -1.60
N -2.812 3.023 -4.132 0.39 -0.02 4.57
C -2.401 1.746 -4.356 0.83 -1.55 0.97
C -1.921 1.152 -3.158 -0.99 1.51 -1.37
N -2.109 2.101 -2.156 -1.31 0.97 -1.70
C -2.678 3.186 -2.751 0.38 -0.15 -1.14
C -2.057 1.909 -0.694 -0.21 -0.36 -0.15
H -5.472 3.963 -3.876 -0.24 -0.69 0.30
H -5.173 2.410 -4.862 -0.63 0.18 0.15
H -5.733 4.004 -5.560 0.04 -0.40 -0.25
H -3.441 4.961 -4.936 0.09 -0.10 1.02
H -3.355 3.703 -6.013 0.07 -0.47 -0.04
H -2.560 1.294 -5.325 0.30 -0.04 0.02
H -1.550 0.168 -2.912 -0.12 0.12 -0.33
H -2.963 4.066 -2.193 -0.08 0.06 -0.19
H -1.125 2.282 -0.268 -0.13 0.11 -0.07
H -2.193 0.853 -0.459 0.33 -0.19 -0.32
H -2.936 2.333 -0.211 0.21 0.54 -0.19
C 1.090 3.967 -2.876 0.87 -0.27 -0.30
C 1.753 3.453 -4.184 1.19 1.69 -0.02
N 1.511 2.109 -4.555 -0.85 -5.88 0.54
C 1.033 1.646 -5.777 -0.18 1.01 0.80
C 0.695 0.350 -5.654 0.67 -0.81 -0.65
N 1.067 -0.121 -4.394 0.69 3.28 -1.51
C 1.666 0.933 -3.779 -1.58 1.22 -0.87
C 1.001 -1.501 -4.016 1.11 -0.76 0.53
H 0.850 3.113 -2.243 -0.14 0.01 0.17
H 0.220 4.613 -3.001 -0.09 -0.33 -0.39
H 1.817 4.589 -2.354 0.04 -0.08 0.05
H 2.842 3.459 -4.222 0.20 0.84 0.87
H 1.501 4.091 -5.030 -0.29 -0.15 -0.01
H 1.054 2.299 -6.637 -0.37 -0.07 -0.01
H 0.500 -0.311 -6.485 -0.45 -0.18 0.25
H 2.116 0.823 -2.803 -0.12 0.46 -0.03
H -0.013 -1.895 -3.961 0.06 0.27 0.03
H 1.545 -1.582 -3.074 -0.32 -0.23 0.20
H 1.595 -2.097 -4.709 -0.22 -0.02 -0.20
C -0.576 -5.361 4.390 -0.32 -1.93 0.33
C -0.410 -6.249 3.095 0.93 1.41 1.10
N -0.945 -5.548 1.943 -3.05 0.14 -1.28
C -0.373 -4.442 1.368 -1.35 -0.16 -0.17
C -1.318 -3.930 0.472 2.44 0.24 0.73
N -2.384 -4.732 0.478 -1.78 -2.30 2.71
C -2.215 -5.720 1.447 2.29 1.81 -1.32
C -3.607 -4.548 -0.341 0.83 -0.35 -0.70
H -1.577 -5.246 4.807 -0.56 0.25 -0.94
H -0.062 -4.400 4.402 0.21 -0.25 -0.26
H -0.236 -6.017 5.191 0.91 0.26 0.11
H -0.768 -7.276 3.168 -0.34 0.29 0.05
H 0.654 -6.303 2.865 0.09 -0.30 0.31
H 0.586 -4.152 1.772 -0.02 0.32 -0.55
H -1.249 -3.059 -0.162 -0.07 -0.22 0.01
H -2.867 -6.539 1.709 -0.17 0.16 -0.15
H -4.480 -5.101 0.004 0.35 0.02 0.36
H -3.286 -4.969 -1.294 -0.62 0.27 -0.32
H -3.833 -3.485 -0.420 0.03 -0.17 0.02
C 3.335 -1.142 3.896 -1.53 0.23 1.68
C 2.230 -0.083 4.424 1.62 0.09 -1.27
N 0.870 -0.625 4.318 -1.12 -0.57 0.58
C 0.300 -1.047 3.112 -1.26 -0.31 2.03
C -0.938 -1.560 3.473 0.72 0.33 -1.65
N -1.108 -1.450 4.812 2.74 0.44 -0.12
C -0.018 -0.913 5.349 1.75 0.96 -2.01
C -2.275 -1.769 5.524 -2.31 -0.62 0.49
H 4.362 -0.777 3.914 -0.25 0.27 -0.03
H 3.038 -1.493 2.907 0.07 0.35 -0.18
H 3.293 -2.040 4.513 0.17 0.05 0.18
H 2.388 0.768 3.762 -0.83 -0.05 -0.77
H 2.326 0.528 5.321 0.35 -1.25 0.84
H 0.795 -0.966 2.155 -0.07 -0.05 0.26
H -1.728 -1.955 2.852 0.13 -0.04 0.09
H 0.124 -0.633 6.382 0.06 -0.17 0.02
H -2.134 -2.317 6.455 0.45 0.36 0.04
H -2.842 -2.450 4.890 -0.32 0.25 0.09
H -2.804 -0.828 5.674 -0.40 -0.33 0.29
Cl 0.257 -0.618 -0.714 -0.07 -0.03 -0.01
```
Positions in Å, forces in eV/Å.

Calculated values
Total charge   +5
Expectation value of S²   0.752
Total energy   -59372.281 eV
E_LUMO (spin up / spin down)   -11.41 / -17.35 eV
Gap between HOMO and LUMO (spin up / spin down)   0.361 / 0.143 hartree
Energy above the lowest of the compared OMol25 structures with the same formula, charge and spin   0.0 kcal/mol
2S+1   2

Mulliken atomic charge list, values in e, 4 entries: number 1, C, carries -1.0069; number 2, C, carries -0.2187; number 3, N, carries 0.2301; number 4, C, carries -0.2295

***

A molecular structure, C30H55ClP2PtSi2Te in a non-equilibrium geometry, computed with wB97M-V/def2-TZVPD.

```
92
Properties=species:S:1:pos:R:3:forces:R:3
Pt -0.111 0.185 0.810 0.72 0.10 -0.13
C 1.886 -0.170 -2.418 -0.93 0.20 0.69
C 1.141 -1.354 -2.652 0.38 -0.46 0.06
C -0.005 -0.973 -3.423 0.22 0.46 0.53
Si 1.650 -2.969 -1.858 -0.47 1.84 -1.04
C -0.006 0.437 -3.552 0.17 -0.44 0.60
C 1.138 0.953 -2.863 0.56 0.44 0.08
Si 1.647 2.689 -2.385 -0.52 -2.01 -0.69
H 2.854 -0.124 -1.921 -0.07 0.00 0.04
H -0.738 -1.663 -3.836 0.06 0.16 0.03
H -0.738 1.039 -4.085 0.04 -0.13 0.05
Cl -2.249 0.170 1.189 -2.71 -0.10 0.57
C 3.496 2.756 -2.183 0.38 0.26 -0.05
C 1.055 3.786 -3.764 0.04 0.77 -0.19
C 3.498 -3.003 -1.635 0.35 -0.25 -0.01
C 1.072 -4.302 -3.018 0.04 -0.79 -0.05
H 1.480 3.405 -4.707 -0.10 0.07 0.35
H 1.414 4.818 -3.623 -0.21 -0.10 -0.18
H -0.039 3.809 -3.878 0.38 -0.07 0.03
H 3.799 2.340 -1.210 0.00 0.10 -0.29
H 3.830 3.804 -2.236 0.11 -0.26 0.09
H 3.988 2.186 -2.982 -0.08 0.17 0.20
H 1.493 -4.085 -4.013 -0.09 0.00 0.36
H -0.020 -4.362 -3.126 0.37 0.08 0.01
H 1.449 -5.287 -2.700 -0.22 0.06 -0.19
H 3.994 -2.583 -2.520 -0.07 -0.13 0.22
H 3.829 -4.043 -1.501 0.11 0.26 0.04
H 3.796 -2.421 -0.750 0.00 -0.15 -0.26
C 1.027 3.218 -0.654 -0.24 0.25 0.29
C 1.028 -3.145 -0.057 -0.25 -0.12 0.33
P -0.616 2.649 -0.087 0.35 1.66 -0.96
H 1.027 4.318 -0.614 0.15 -0.25 0.06
H 1.745 2.859 0.107 -0.15 0.17 -0.37
P -0.645 -2.540 0.373 0.34 -1.83 -0.58
H 1.716 -2.593 0.611 -0.13 -0.30 -0.37
H 1.075 -4.207 0.221 0.11 0.21 0.01
C -1.079 -3.507 1.927 -0.50 0.53 0.18
C -1.770 -3.569 -0.777 0.48 0.74 -0.48
C -1.786 3.430 -1.389 0.54 -0.76 -0.37
C -1.063 3.849 1.289 -0.42 -0.38 0.06
C -0.802 3.289 2.674 0.09 -0.03 0.64
H -2.151 3.936 1.161 0.23 0.05 0.11
C -0.466 5.255 1.185 0.10 0.18 -0.02
H 0.623 5.240 1.304 -0.15 0.02 0.02
H -0.880 5.857 2.006 0.11 -0.14 -0.12
H -0.712 5.782 0.261 0.19 -0.21 0.21
H -1.596 2.622 3.022 0.12 -0.05 -0.17
H -0.743 4.123 3.385 0.01 -0.22 0.01
H 0.143 2.741 2.732 0.03 0.07 0.02
H -1.650 2.734 -2.232 0.03 0.24 0.08
C -1.431 4.861 -1.863 0.09 0.05 -0.09
C -3.256 3.398 -0.977 -0.44 -0.34 -0.16
H -0.361 5.083 -1.887 -0.21 -0.10 -0.03
H -1.923 5.621 -1.242 0.11 -0.28 -0.13
H -1.800 5.013 -2.888 0.01 -0.15 0.25
H -3.869 2.894 -1.730 0.10 0.20 0.00
H -3.636 4.413 -0.873 -0.08 -0.02 0.11
H -3.450 2.869 -0.050 0.02 -0.13 0.19
H -1.632 -3.041 -1.733 0.03 -0.22 0.09
C -3.246 -3.487 -0.395 -0.46 0.25 -0.23
C -1.382 -5.054 -0.963 0.11 -0.08 -0.07
H -0.305 -5.244 -0.966 -0.23 0.06 -0.02
H -1.765 -5.414 -1.929 0.02 0.19 0.20
H -1.841 -5.687 -0.194 0.08 0.25 -0.21
H -3.849 -3.101 -1.221 0.08 -0.19 0.03
H -3.459 -2.831 0.446 0.03 0.13 0.14
H -3.621 -4.480 -0.149 -0.09 0.07 0.09
C -0.874 -2.696 3.196 0.04 0.08 0.45
C -0.448 -4.888 2.099 0.12 -0.17 0.00
H -2.162 -3.648 1.801 0.26 -0.02 0.12
H 0.637 -4.826 2.230 -0.11 -0.01 0.05
H -0.663 -5.587 1.291 0.19 0.22 0.14
H -0.869 -5.334 3.010 0.12 0.11 -0.10
H 0.118 -2.231 3.228 -0.04 -0.08 0.05
H -0.957 -3.371 4.059 0.04 0.26 -0.06
H -1.623 -1.907 3.312 0.14 -0.01 -0.10
C -4.113 -0.193 -2.165 1.25 -0.04 1.14
H -3.414 -0.270 -3.000 -0.44 -0.02 -0.04
H -4.059 -1.045 -1.450 -0.41 0.75 -0.71
H -4.130 0.799 -1.680 -0.36 -0.67 -0.39
Te 2.335 0.182 1.317 0.34 -0.04 0.01
C 2.194 0.152 3.424 0.38 -0.17 0.70
C 0.984 0.279 4.120 -0.14 0.05 0.39
C 0.974 0.305 5.528 0.45 -0.02 0.05
C 2.175 0.204 6.257 -0.02 -0.02 -0.71
C 3.381 0.041 5.558 -0.08 0.00 -0.03
C 3.392 0.002 4.161 -0.57 0.21 -0.02
H 0.044 0.355 3.556 0.41 0.00 0.35
H 0.038 0.408 6.085 0.24 -0.02 -0.38
H 2.186 0.253 7.352 -0.12 -0.05 -0.51
H 4.326 -0.053 6.104 -0.39 0.03 -0.21
H 4.323 -0.125 3.617 0.01 0.02 0.17
```
Positions in Å, forces in eV/Å.

Calculated values
Expectation value of S²   6.025
Total energy   -89394.025 eV
E_LUMO (spin up / spin down)   0.18 / -2.94 eV
Gap between HOMO and LUMO (spin up / spin down)   0.233 / 0.115 hartree
2S+1   5

Mulliken atomic charge list, values in e, 4 entries: number 1, Pt, carries 1.6787; number 2, C, carries -1.0829; number 3, C, carries 0.4354; number 4, C, carries -0.6234